1.
{"formula": "C27H35N3O4S", "method": "ωB97M-V with the def2-TZVPD basis set", "multiplicity": 1, "charge": 0, "homo_lumo_gap_ha": 0.3304, "homo_ev": -8.41, "molar_mass_g_mol": 497.7, "relative_energy_kcal_mol": 10.9, "lumo_energy_ev": 0.58, "smiles": "CC(=O)N1c2ccc(S(=O)(=O)NC[C@H]3CC[C@@H](C(=O)N(C)Cc4ccccc4)CC3)cc2C[C@H]1C", "symbols": ["C", "C", "O", "N", "C", "C", "C", "C", "C", "C", "C", "H", "H", "C", "C", "H", "H", "H", "H", "H", "S", "O", "O", "N", "H", "C", "C", "C", "C", "H", "H", "C", "C", "O", "N", "C", "H", "H", "H", "C", "C", "C", "C", "C", "C", "C", "H", "H", "H", "H", "H", "H", "H", "C", "C", "H", "H", "H", "H", "H", "H", "H", "H", "H", "H", "H", "H", "H", "H", "H"], "xyz": [[3.362, 3.707, 0.209], [2.094, 3.163, -0.409], [1.917, 3.178, -1.610], [1.157, 2.682, 0.457], [-0.118, 2.252, 0.088], [-0.608, 1.970, -1.179], [-1.935, 1.581, -1.291], [-2.730, 1.471, -0.167], [-2.247, 1.748, 1.102], [-0.934, 2.143, 1.220], [-0.160, 2.552, 2.436], [-0.268, 1.841, 3.253], [-0.501, 3.530, 2.786], [1.289, 2.600, 1.916], [2.030, 1.322, 2.307], [2.182, 1.299, 3.384], [1.437, 0.457, 2.016], [2.999, 1.259, 1.819], [1.822, 3.478, 2.290], [-2.906, 1.657, 1.950], [-4.420, 0.952, -0.374], [-5.049, 1.709, -1.417], [-5.057, 0.898, 0.914], [-4.194, -0.584, -0.997], [-4.885, -0.815, -1.692], [-3.905, -1.631, -0.044], [-2.935, -2.661, -0.635], [-2.619, -3.766, 0.386], [-1.351, -3.448, 1.166], [-1.441, -2.464, 1.629], [-1.210, -4.177, 1.966], [-0.120, -3.454, 0.248], [0.945, -2.525, 0.818], [0.655, -1.552, 1.496], [2.232, -2.817, 0.522], [2.677, -3.910, -0.311], [2.013, -4.065, -1.158], [2.751, -4.840, 0.261], [3.664, -3.662, -0.700], [3.291, -1.998, 1.088], [3.916, -1.092, 0.058], [5.294, -1.025, -0.088], [5.860, -0.188, -1.036], [5.049, 0.578, -1.855], [3.672, 0.512, -1.721], [3.109, -0.313, -0.764], [2.036, -0.354, -0.648], [3.039, 1.117, -2.350], [5.488, 1.227, -2.597], [6.934, -0.141, -1.137], [5.930, -1.626, 0.547], [2.839, -1.401, 1.884], [4.048, -2.655, 1.528], [-0.496, -2.964, -1.167], [-1.645, -1.967, -1.091], [-1.379, -1.177, -0.388], [-1.805, -1.498, -2.062], [0.366, -2.491, -1.643], [-0.792, -3.814, -1.786], [0.277, -4.470, 0.191], [-3.457, -3.880, 1.076], [-2.489, -4.721, -0.128], [-3.420, -3.112, -1.506], [-3.448, -1.141, 0.818], [-4.822, -2.127, 0.299], [-2.372, 1.364, -2.252], [0.021, 2.069, -2.046], [3.877, 2.949, 0.793], [4.013, 4.035, -0.597], [3.140, 4.557, 0.850]], "forces_ev_per_a": [[0.0, 0.0, -0.2], [0.4, 0.2, 0.2], [-0.1, 0.0, -0.3], [-0.2, 0.1, 0.0], [-0.5, -0.1, 0.0], [-0.1, 0.0, -0.2], [0.1, 0.1, 0.0], [-0.6, -0.2, 0.1], [0.0, 0.0, 0.0], [0.2, 0.0, -0.2], [0.0, 0.2, 0.0], [0.1, 0.0, 0.1], [0.0, 0.0, 0.0], [0.4, -0.2, 0.6], [-0.1, 0.2, -0.1], [0.0, 0.0, 0.1], [0.0, -0.1, 0.0], [0.1, 0.0, 0.0], [-0.1, -0.1, -0.1], [0.0, 0.0, 0.2], [0.0, -0.4, -0.3], [0.2, -0.1, -0.2], [0.4, 0.0, 0.0], [-0.1, 0.9, 0.1], [-0.2, 0.2, -0.2], [0.2, -0.5, 0.2], [-0.1, 0.2, 0.1], [0.0, 0.0, 0.0], [0.0, -0.1, 0.0], [0.0, 0.0, 0.0], [0.0, 0.1, 0.1], [-0.1, 0.1, 0.2], [-0.1, -0.4, -0.1], [-0.2, 0.3, 0.1], [0.4, 0.1, 0.1], [-0.1, -0.3, 0.0], [0.0, 0.0, 0.0], [0.0, 0.0, -0.1], [0.0, 0.0, 0.0], [-0.1, 0.2, 0.2], [0.1, -0.1, 0.1], [-0.1, 0.0, 0.1], [0.1, 0.1, -0.1], [0.1, 0.0, 0.0], [-0.1, 0.0, -0.1], [0.0, 0.0, 0.0], [-0.2, 0.0, 0.0], [-0.1, 0.1, 0.0], [0.0, 0.1, -0.1], [0.1, 0.0, 0.0], [0.0, -0.1, 0.1], [0.1, -0.1, -0.1], [0.0, 0.1, 0.0], [0.0, 0.2, 0.0], [0.0, -0.2, -0.2], [0.0, 0.1, 0.0], [0.0, 0.1, 0.0], [0.0, -0.1, -0.1], [0.1, 0.0, -0.1], [0.0, 0.0, 0.0], [-0.1, -0.1, 0.0], [-0.1, -0.1, 0.0], [0.0, 0.0, 0.0], [0.1, -0.2, 0.2], [0.1, 0.1, 0.0], [0.0, 0.0, -0.2], [0.0, 0.0, 0.0], [0.0, -0.1, 0.1], [0.0, 0.0, 0.0], [0.0, 0.0, 0.1]]}



2.
{"formula": "C27H36BrF16N2O9", "method": "ωB97M-V with the def2-TZVPD basis set", "multiplicity": 1, "charge": -1, "homo_lumo_gap_ha": 0.2574, "homo_ev": -5.09, "molar_mass_g_mol": 916.5, "lumo_energy_ev": 1.92, "symbols": ["C", "C", "C", "C", "O", "N", "C", "C", "O", "Br", "C", "C", "C", "C", "C", "O", "O", "C", "C", "C", "C", "C", "N", "O", "C", "O", "O", "H", "H", "H", "H", "H", "H", "H", "H", "H", "H", "H", "H", "H", "H", "H", "H", "H", "H", "H", "H", "H", "H", "H", "H", "H", "H", "H", "H", "C", "C", "C", "F", "F", "F", "F", "O", "C", "C", "F", "F", "F", "F", "H", "H", "H", "H", "C", "C", "C", "F", "F", "F", "F", "O", "C", "C", "F", "F", "F", "F", "H", "H", "H", "H"], "xyz": [[1.396, -6.388, 2.758], [2.312, -5.754, 3.797], [3.320, -4.708, 3.274], [3.666, -4.785, 1.799], [2.707, -4.221, 0.926], [2.687, -2.805, 1.062], [3.714, -2.253, 0.215], [4.937, -1.702, 0.934], [5.988, -1.557, 0.418], [4.732, -1.188, 2.808], [1.311, -2.340, 0.763], [1.298, -0.808, 0.986], [0.146, -0.291, 1.829], [0.011, 1.244, 1.742], [1.070, 1.956, 2.510], [2.253, 1.891, 2.301], [0.570, 2.733, 3.504], [1.485, 2.980, 4.575], [1.870, 1.703, 5.327], [0.984, -2.713, -0.692], [-0.464, -2.621, -1.206], [-1.108, -1.266, -1.123], [-2.355, -1.235, -0.503], [-0.616, -0.242, -1.578], [0.367, -3.007, 1.836], [0.816, -3.015, 2.996], [-0.754, -3.375, 1.435], [0.591, -6.950, 3.230], [1.947, -7.093, 2.130], [0.941, -5.652, 2.102], [1.697, -5.268, 4.551], [2.853, -6.560, 4.302], [4.262, -4.855, 3.813], [2.968, -3.715, 3.530], [4.666, -4.364, 1.634], [3.731, -5.833, 1.501], [3.367, -1.430, -0.410], [4.136, -3.019, -0.437], [1.263, -0.330, 0.005], [2.230, -0.492, 1.447], [0.298, -0.567, 2.871], [-0.814, -0.698, 1.527], [-0.009, 1.565, 0.703], [-0.952, 1.511, 2.179], [0.952, 3.648, 5.248], [2.362, 3.525, 4.232], [1.494, 0.825, 4.808], [2.942, 1.632, 5.478], [1.403, 1.704, 6.311], [1.568, -2.076, -1.365], [1.320, -3.730, -0.885], [-1.071, -3.392, -0.751], [-0.419, -2.840, -2.280], [-2.814, -0.353, -0.696], [-2.892, -2.017, -0.858], [-0.251, 4.569, -0.116], [1.183, 4.294, -0.594], [2.332, 4.590, 0.374], [2.384, 5.910, 0.673], [3.495, 4.256, -0.229], [1.404, 4.915, -1.778], [1.237, 2.954, -0.805], [-0.866, 5.775, -0.545], [-0.760, 6.941, 0.148], [-0.087, 8.030, -0.693], [1.157, 7.660, -1.047], [-0.002, 9.163, 0.044], [-0.155, 6.791, 1.337], [-2.019, 7.385, 0.393], [-0.848, 3.792, -0.589], [-0.349, 4.424, 0.960], [2.228, 4.007, 1.292], [-0.675, 8.224, -1.592], [-4.372, 0.575, -6.253], [-4.268, 1.298, -4.901], [-3.499, 0.601, -3.779], [-4.081, -0.566, -3.427], [-3.483, 1.398, -2.688], [-5.501, 1.650, -4.474], [-3.576, 2.448, -5.147], [-5.574, -0.117, -6.533], [-5.764, -1.426, -6.192], [-6.937, -1.585, -5.219], [-6.706, -0.899, -4.085], [-7.070, -2.894, -4.911], [-4.648, -2.004, -5.722], [-6.115, -2.089, -7.321], [-4.357, 1.377, -6.989], [-3.493, -0.041, -6.446], [-2.464, 0.405, -4.075], [-7.857, -1.222, -5.680]], "forces_ev_per_a": [[0.0, -0.1, -0.2], [-0.1, 0.1, 0.0], [0.2, -0.3, 0.4], [0.0, -0.3, 0.5], [0.1, 0.0, -0.4], [-0.1, 0.3, 0.1], [0.2, -0.2, 0.3], [-0.1, 0.0, 0.2], [0.5, 0.1, -0.3], [-0.2, 0.0, 0.0], [0.1, -0.4, 0.3], [0.0, -0.2, -0.3], [0.2, 0.7, 0.1], [-0.8, -0.2, 0.2], [0.1, 0.3, -0.3], [0.3, -0.1, 0.0], [-0.2, -0.4, 0.2], [0.2, 0.4, 0.5], [-0.3, 0.3, 0.2], [-0.3, 0.2, -0.4], [0.2, -0.3, -0.4], [-0.2, 0.5, 0.2], [0.2, -0.1, -1.0], [0.1, -0.2, 0.2], [0.1, 0.0, 0.3], [0.0, 0.0, 0.0], [-0.1, -0.1, -0.1], [0.0, 0.0, 0.1], [0.0, 0.0, -0.1], [-0.1, 0.2, 0.0], [-0.1, 0.1, 0.0], [0.1, 0.0, 0.1], [0.1, 0.1, 0.0], [-0.1, 0.2, -0.3], [-0.1, 0.2, -0.1], [0.0, 0.0, -0.2], [-0.1, 0.1, 0.0], [-0.1, 0.0, -0.2], [0.0, 0.1, 0.0], [0.1, -0.1, 0.1], [-0.1, -0.2, 0.0], [0.0, -0.2, -0.1], [0.2, 0.0, -0.1], [0.0, 0.1, 0.0], [-0.1, 0.1, -0.1], [0.1, -0.1, -0.3], [0.2, -0.1, -0.1], [0.1, -0.2, -0.2], [0.0, 0.0, 0.1], [0.1, 0.1, 0.1], [-0.1, -0.1, 0.1], [-0.1, 0.1, 0.3], [0.1, 0.1, -0.1], [-0.1, 0.0, 0.0], [-0.3, -0.1, 0.7], [-0.4, -0.3, 0.2], [-0.1, 0.3, -0.1], [0.1, -0.1, 0.1], [-0.1, 0.1, 0.0], [0.0, 0.0, 0.0], [0.0, 0.0, 0.1], [0.1, -0.1, -0.1], [0.4, 0.1, -0.2], [-0.2, -0.2, 0.1], [0.0, 0.1, -0.1], [0.0, 0.0, 0.1], [0.0, 0.0, 0.0], [0.1, 0.0, 0.0], [-0.1, 0.1, 0.1], [0.0, 0.0, 0.0], [0.2, 0.1, 0.0], [0.0, 0.0, 0.0], [0.0, 0.0, 0.0], [0.3, 0.1, -0.5], [-0.4, -0.1, 0.1], [0.5, -0.1, 0.3], [-0.1, 0.0, -0.1], [-0.1, 0.1, -0.1], [0.1, 0.0, 0.0], [0.1, 0.0, 0.0], [-0.2, 0.1, 0.5], [0.2, 0.1, -0.2], [-0.1, 0.0, 0.0], [0.0, 0.0, 0.0], [0.0, 0.0, 0.0], [0.0, 0.0, 0.1], [0.0, -0.1, -0.1], [0.0, 0.0, 0.0], [0.0, -0.1, 0.2], [0.0, 0.0, 0.0], [0.0, 0.0, 0.0]]}



Q: Which of these has the lowest charge?
A: C27H36BrF16N2O9